ORCA calculation (wB97M-V/def2-TZVPD) on a structure of composition C50H76As2N2O2PSeV.

Positions of all 135 atoms, in Å:
V  -0.096  0.037  0.394
C  1.891  3.037  2.603
As  0.718  2.319  1.220
C  1.405  3.442  -0.233
C  -0.957  3.242  1.629
C  -1.106  4.085  2.724
C  -2.322  4.707  2.968
C  -3.392  4.500  2.113
C  -3.251  3.656  1.021
C  -2.043  3.015  0.782
As  -1.832  1.743  -0.679
C  -3.646  1.050  -0.843
C  -1.809  2.938  -2.222
H  1.857  4.126  2.577
H  2.907  2.707  2.385
H  1.610  2.688  3.595
H  1.093  4.476  -0.085
H  1.059  3.071  -1.195
H  2.495  3.390  -0.220
H  -0.276  4.266  3.397
H  -2.431  5.354  3.828
H  -4.338  4.991  2.298
H  -4.099  3.496  0.366
H  -4.303  1.794  -1.293
H  -4.017  0.782  0.145
H  -3.623  0.162  -1.475
H  -2.542  3.728  -2.059
H  -2.079  2.380  -3.119
H  -0.826  3.378  -2.363
C  5.018  0.475  -3.380
C  4.515  -0.737  -4.150
C  4.804  -2.060  -3.447
C  3.979  -2.279  -2.185
N  2.559  -2.412  -2.494
C  1.588  -1.494  -2.321
Se  1.805  0.085  -1.312
N  0.461  -1.933  -2.908
C  -0.744  -1.143  -3.164
C  -0.504  -0.097  -4.244
C  -0.142  -0.660  -5.615
C  -1.306  -1.343  -6.316
C  0.694  -3.200  -3.432
C  -0.147  -4.109  -4.065
C  0.408  -5.320  -4.425
C  1.750  -5.623  -4.159
C  2.585  -4.724  -3.527
C  2.026  -3.501  -3.170
H  4.871  1.392  -3.949
H  6.086  0.384  -3.174
H  4.502  0.603  -2.427
H  4.980  -0.758  -5.137
H  3.439  -0.648  -4.337
H  5.858  -2.100  -3.157
H  4.646  -2.895  -4.133
H  4.077  -1.445  -1.490
H  4.277  -3.185  -1.655
H  -1.060  -0.696  -2.223
H  -1.518  -1.858  -3.441
H  0.276  0.584  -3.892
H  -1.420  0.497  -4.322
H  0.699  -1.356  -5.517
H  0.227  0.156  -6.239
H  -1.707  -2.175  -5.736
H  -1.009  -1.743  -7.284
H  -2.124  -0.642  -6.484
H  -1.186  -3.892  -4.259
H  -0.207  -6.059  -4.919
H  2.140  -6.587  -4.453
H  3.616  -4.966  -3.315
C  5.495  -1.449  2.714
C  5.045  -1.855  1.316
C  3.572  -2.292  1.317
C  2.762  -1.582  2.412
C  3.309  -0.167  2.590
C  4.724  -0.209  3.180
P  0.953  -1.585  2.069
C  0.143  -1.358  3.726
C  0.801  -2.099  4.915
C  1.561  -1.139  5.825
C  0.609  -0.130  6.477
C  -0.541  0.243  5.532
C  -0.091  0.122  4.082
C  0.491  -3.331  1.655
C  0.851  -3.729  0.221
C  -0.015  -4.910  -0.233
C  -0.311  -5.869  0.929
C  0.825  -5.833  1.945
C  0.908  -4.455  2.621
H  6.569  -1.263  2.742
H  5.314  -2.284  3.397
H  5.670  -2.661  0.927
H  5.183  -1.007  0.637
H  3.500  -3.374  1.452
H  3.124  -2.067  0.344
H  2.914  -2.120  3.357
H  2.660  0.440  3.221
H  3.318  0.317  1.606
H  4.675  -0.193  4.272
H  5.260  0.696  2.883
H  -0.852  -1.792  3.560
H  1.462  -2.898  4.574
H  0.020  -2.598  5.496
H  2.322  -0.616  5.238
H  2.105  -1.696  6.588
H  1.164  0.767  6.761
H  0.208  -0.548  7.403
H  -0.901  1.252  5.745
H  -1.395  -0.423  5.688
H  0.832  0.693  3.958
H  -0.823  0.547  3.404
H  -0.606  -3.269  1.684
H  1.907  -4.008  0.175
H  0.710  -2.882  -0.453
H  0.496  -5.441  -1.041
H  -0.949  -4.530  -0.654
H  -0.469  -6.882  0.558
H  -1.242  -5.578  1.428
H  1.768  -6.060  1.437
H  0.698  -6.605  2.706
H  1.923  -4.294  2.997
H  0.251  -4.443  3.494
O  -1.479  -1.580  -0.120
C  -2.156  -1.247  0.878
O  -1.809  -0.186  1.506
C  -3.291  -2.048  1.376
C  -3.926  -1.688  2.561
C  -4.968  -2.464  3.041
C  -5.376  -3.589  2.339
C  -4.746  -3.945  1.153
C  -3.702  -3.176  0.670
H  -3.594  -0.806  3.092
H  -5.465  -2.192  3.962
H  -6.189  -4.192  2.718
H  -5.070  -4.821  0.609
H  -3.196  -3.436  -0.249

- HOMO level (spin up / spin down) (eV) = -9.49 / -8.88
- E_tot (a.u.) = -10369.1186
- multiplicity = 2
- charge = +1

ORCA calculation (wB97M-V/def2-TZVPD) on a structure of composition C29H46ClN4O4Tl.

Positions of all 85 atoms, in Å:
O  0.150  -0.516  -2.080
C  -0.664  -0.357  -3.206
C  -0.413  0.967  -3.889
C  0.250  1.999  -3.234
H  0.619  1.815  -2.236
C  0.447  3.226  -3.851
H  0.954  4.023  -3.320
C  -0.007  3.437  -5.146
H  0.144  4.393  -5.631
C  -0.651  2.406  -5.818
H  -1.001  2.555  -6.832
C  -0.852  1.184  -5.191
H  -1.359  0.384  -5.716
H  -0.447  -1.142  -3.940
C  -2.436  -1.987  -2.501
C  -2.107  -0.553  -2.760
H  -3.491  -2.218  -2.619
H  -2.124  -2.272  -1.498
H  -1.878  -2.630  -3.187
C  -2.939  0.477  -2.591
C  -4.352  0.443  -2.118
H  -2.570  1.467  -2.841
H  -5.059  0.830  -2.847
H  -4.471  1.029  -1.204
H  -4.659  -0.576  -1.866
Tl  -0.314  -0.614  -0.266
Cl  -2.612  -0.416  -0.491
C  -1.395  -0.377  2.442
O  -0.528  -0.980  1.790
N  -1.545  -0.507  3.763
C  -1.015  -1.652  4.475
C  -2.231  0.504  4.538
H  -2.093  0.306  1.960
H  -0.452  -2.264  3.780
H  -1.826  -2.241  4.904
H  -0.360  -1.324  5.281
H  -2.427  1.372  3.916
H  -1.622  0.815  5.387
H  -3.180  0.122  4.914
H  4.500  1.265  -2.305
H  4.384  1.606  0.396
C  3.426  1.153  -2.164
C  3.331  1.347  0.292
N  3.150  0.524  -0.891
H  3.026  0.550  -2.975
C  2.545  -0.654  -0.827
O  1.745  -1.012  0.055
H  2.980  0.810  1.165
H  2.831  -1.342  -1.635
H  2.959  2.138  -2.194
H  2.741  2.254  0.188
H  -0.410  -5.999  0.276
H  1.787  -6.164  -1.345
C  -0.778  -5.463  -0.600
C  1.274  -5.446  -1.984
N  0.291  -4.709  -1.219
H  -1.573  -4.791  -0.297
C  0.315  -3.377  -1.153
O  -0.451  -2.711  -0.436
H  1.995  -4.748  -2.394
H  1.048  -2.892  -1.795
H  -1.193  -6.180  -1.307
H  0.790  -5.988  -2.798
C  1.159  1.525  5.239
N  1.083  0.427  4.268
C  2.014  -0.646  4.720
C  1.496  0.809  2.898
C  0.696  1.824  2.014
C  0.726  3.158  2.459
C  0.117  4.175  1.737
C  -0.541  3.898  0.544
C  -0.592  2.594  0.047
C  0.029  1.539  0.722
H  0.938  1.141  6.259
H  0.380  2.281  5.028
H  2.172  1.986  5.255
H  1.788  -0.977  5.756
H  1.922  -1.546  4.071
H  3.077  -0.313  4.698
H  2.517  1.238  3.027
H  1.564  -0.134  2.325
H  1.251  3.429  3.362
H  0.163  5.190  2.112
H  -1.022  4.701  0.005
H  -1.130  2.406  -0.867

- HOMO level (eV) = -6.02
- E_tot (a.u.) = -2285.0137
- multiplicity = 1
- charge = 0

ORCA calculation (wB97M-V/def2-TZVPD) on the ion C6H17N2 with charge +1.

Positions of all 25 atoms, in Å:
C  2.852  -1.853  0.737
C  2.246  -0.942  -0.356
N  1.469  0.181  0.265
C  1.038  1.157  -0.731
C  -0.449  1.014  -1.083
N  -1.145  0.079  -0.113
C  -2.428  0.838  0.521
C  -3.505  -0.228  0.668
H  2.133  -2.654  1.023
H  3.233  -1.279  1.582
H  3.634  -2.481  0.300
H  3.176  -0.622  -0.837
H  1.614  -1.402  -1.105
H  2.184  0.643  0.815
H  1.750  1.190  -1.553
H  1.128  2.181  -0.322
H  -0.512  0.741  -2.142
H  -1.043  1.924  -1.092
H  -0.540  -0.194  0.666
H  -1.418  -0.776  -0.601
H  -2.016  1.164  1.472
H  -2.738  1.579  -0.203
H  -3.440  -0.646  1.680
H  -3.540  -1.142  0.085
H  -4.494  0.216  0.660

- HOMO level (eV) = -13.52
- relative energy (zero: lowest compared OMol25 entry of this formula, charge and spin) (kcal per mole) = 34.8
- E_tot (a.u.) = -348.0355
- structure (SMILES) = CCNCC[NH2+]CC
- multiplicity = 1
- charge = +1

ORCA calculation (wB97M-V/def2-TZVPD) on a cluster of 2 separate species, C5H11NO in total.

Positions of all 18 atoms, in Å:
C  -1.140  2.322  0.698
C  -0.499  1.578  -0.235
N  0.742  1.057  -0.098
C  1.312  -0.068  -0.846
C  -0.405  -1.764  -1.479
C  0.655  -1.377  -0.636
H  -0.776  2.343  1.718
H  -2.029  2.876  0.448
H  -0.952  1.343  -1.197
H  1.263  1.331  0.719
H  2.368  -0.082  -0.574
H  1.327  0.181  -1.912
H  -0.993  -2.647  -1.262
H  -0.716  -1.150  -2.314
H  1.074  -2.040  0.109
H  -0.230  -1.214  1.514
H  -0.919  -1.237  2.894
O  -0.083  -1.452  2.453

- HOMO level (spin up / spin down) (eV) = 0.69 / -3.60
- relative energy (zero: lowest compared OMol25 entry of this formula, charge and spin) (kcal per mole) = 43.9
- E_tot (a.u.) = -327.0050
- multiplicity = 2
- charge = -1

ORCA calculation (wB97M-V/def2-TZVPD) on a structure of composition C32H36F5IO6PTeTi.

Positions of all 83 atoms, in Å:
Ti  0.265  0.119  0.029
C  1.383  1.651  -2.269
C  0.058  2.360  -2.043
O  -0.689  1.571  -1.079
C  -2.125  1.768  -1.065
C  -2.763  0.394  -0.992
O  -1.962  -0.383  -0.080
C  -2.276  -1.788  -0.094
C  -1.438  -2.420  0.994
O  -0.111  -1.849  0.890
C  0.812  -2.358  1.874
C  1.868  -1.279  2.119
O  1.901  -0.414  0.951
C  3.233  -0.090  0.441
C  3.056  0.460  -0.964
O  1.782  1.146  -0.975
H  1.284  0.826  -2.973
H  2.139  2.342  -2.641
H  0.198  3.361  -1.632
H  -0.489  2.422  -2.983
H  -2.380  2.389  -0.208
H  -2.441  2.276  -1.974
H  -3.782  0.466  -0.610
H  -2.774  -0.094  -1.969
H  -3.335  -1.937  0.118
H  -2.051  -2.206  -1.074
H  -1.842  -2.202  1.984
H  -1.392  -3.497  0.853
H  0.284  -2.582  2.802
H  1.258  -3.271  1.485
H  1.638  -0.662  2.988
H  2.846  -1.734  2.262
H  3.677  0.643  1.104
H  3.841  -0.992  0.409
H  3.856  1.162  -1.199
H  3.056  -0.331  -1.712
I  -1.182  0.624  2.432
C  -0.439  1.490  4.251
C  -0.967  0.878  5.354
C  -0.711  1.407  6.627
C  0.034  2.545  6.732
C  0.567  3.190  5.591
C  1.264  4.404  5.752
C  1.748  5.079  4.669
C  1.608  4.522  3.394
C  0.972  3.313  3.176
P  1.004  2.806  1.376
C  2.763  3.173  0.994
C  3.719  2.896  1.981
C  5.064  3.127  1.745
C  5.482  3.625  0.516
C  4.547  3.875  -0.478
C  3.198  3.635  -0.248
C  -0.028  4.210  0.769
C  -1.370  4.219  1.163
C  -2.184  5.300  0.871
C  -1.671  6.392  0.181
C  -0.340  6.395  -0.203
C  0.481  5.312  0.085
C  0.375  2.643  4.278
H  -1.607  0.010  5.253
H  -1.127  0.927  7.501
H  0.219  2.990  7.701
H  1.391  4.801  6.752
H  2.252  6.028  4.782
H  2.021  5.070  2.559
H  3.406  2.530  2.951
H  5.786  2.930  2.527
H  6.530  3.821  0.337
H  4.868  4.270  -1.433
H  2.493  3.841  -1.043
H  -1.778  3.404  1.748
H  -3.213  5.306  1.204
H  -2.303  7.242  -0.039
H  0.073  7.252  -0.718
H  1.522  5.368  -0.198
F  1.875  -1.436  -3.357
Te  0.796  -2.434  -2.190
F  -0.631  -2.603  -3.347
F  -0.046  -3.692  -1.097
F  1.728  -3.870  -2.851
F  2.147  -2.395  -0.845
O  0.146  -0.848  -1.564

- HOMO level (spin up / spin down) (eV) = -15.93 / -15.93
- E_tot (a.u.) = -3947.3841
- multiplicity = 1
- charge = +3

ORCA calculation (wB97M-V/def2-TZVPD) on an isolated molecule of C6H10.

Positions of all 16 atoms, in Å:
C  -1.274  0.129  0.374
C  -0.752  -1.183  -0.196
C  0.721  -0.859  -0.431
C  1.438  -0.098  0.669
C  0.878  0.640  -0.486
C  -0.477  1.260  -0.254
H  -2.368  0.281  0.239
H  -1.179  0.047  1.474
H  -0.895  -1.995  0.501
H  -1.270  -1.491  -1.129
H  1.379  -1.378  -1.121
H  2.497  -0.106  0.796
H  1.037  0.141  1.648
H  1.525  1.020  -1.296
H  -0.353  2.111  0.426
H  -0.905  1.481  -1.214

- HOMO level (eV) = -9.80
- relative energy (zero: lowest compared OMol25 entry of this formula, charge and spin) (kcal per mole) = 15.3
- E_tot (a.u.) = -234.5782
- structure (SMILES) = C1C[C@@H]2C[C@@H]2C1
- multiplicity = 1
- charge = 0

ORCA calculation (wB97M-V/def2-TZVPD) on a structure of composition C3H8NO2.

Positions of all 14 atoms, in Å:
C  1.643  -0.674  0.715
C  1.088  0.866  -0.416
C  -2.876  0.148  -0.089
N  0.515  -0.517  -0.259
O  1.841  0.677  0.769
O  -1.808  0.166  0.459
H  1.380  -1.087  1.781
H  2.600  -1.251  0.439
H  1.851  0.732  -1.323
H  -2.907  0.104  -1.185
H  -3.672  0.389  0.558
H  0.452  -1.015  -1.152
H  -0.529  -0.244  0.141
H  0.424  1.707  -0.438

- HOMO level (eV) = -14.73
- relative energy (zero: lowest compared OMol25 entry of this formula, charge and spin) (kcal per mole) = 93.8
- E_tot (a.u.) = -323.9779
- multiplicity = 1
- charge = +1

ORCA calculation (wB97M-V/def2-TZVPD) on a structure of composition AgClN2O6.

Positions of all 10 atoms, in Å:
Ag  -0.026  1.379  0.850
Cl  2.534  2.581  0.693
N  -0.115  -2.511  1.880
O  0.208  -2.826  3.138
O  0.398  -1.544  1.609
O  -0.965  -3.027  1.220
N  -0.466  1.469  -2.316
O  -1.338  1.618  -3.254
O  0.675  1.684  -2.611
O  -0.905  1.177  -1.209

- HOMO level (eV) = -1.82
- relative energy (zero: lowest compared OMol25 entry of this formula, charge and spin) (kcal per mole) = 6.3
- E_tot (a.u.) = -1167.9098
- multiplicity = 1
- charge = -2

- The highest E_tot belongs to which entry?
  C6H10

Please write out number 5 again, unchanged.
ORCA calculation (wB97M-V/def2-TZVPD) on a structure of composition C32H36F5IO6PTeTi.

Positions of all 83 atoms, in Å:
Ti  0.265  0.119  0.029
C  1.383  1.651  -2.269
C  0.058  2.360  -2.043
O  -0.689  1.571  -1.079
C  -2.125  1.768  -1.065
C  -2.763  0.394  -0.992
O  -1.962  -0.383  -0.080
C  -2.276  -1.788  -0.094
C  -1.438  -2.420  0.994
O  -0.111  -1.849  0.890
C  0.812  -2.358  1.874
C  1.868  -1.279  2.119
O  1.901  -0.414  0.951
C  3.233  -0.090  0.441
C  3.056  0.460  -0.964
O  1.782  1.146  -0.975
H  1.284  0.826  -2.973
H  2.139  2.342  -2.641
H  0.198  3.361  -1.632
H  -0.489  2.422  -2.983
H  -2.380  2.389  -0.208
H  -2.441  2.276  -1.974
H  -3.782  0.466  -0.610
H  -2.774  -0.094  -1.969
H  -3.335  -1.937  0.118
H  -2.051  -2.206  -1.074
H  -1.842  -2.202  1.984
H  -1.392  -3.497  0.853
H  0.284  -2.582  2.802
H  1.258  -3.271  1.485
H  1.638  -0.662  2.988
H  2.846  -1.734  2.262
H  3.677  0.643  1.104
H  3.841  -0.992  0.409
H  3.856  1.162  -1.199
H  3.056  -0.331  -1.712
I  -1.182  0.624  2.432
C  -0.439  1.490  4.251
C  -0.967  0.878  5.354
C  -0.711  1.407  6.627
C  0.034  2.545  6.732
C  0.567  3.190  5.591
C  1.264  4.404  5.752
C  1.748  5.079  4.669
C  1.608  4.522  3.394
C  0.972  3.313  3.176
P  1.004  2.806  1.376
C  2.763  3.173  0.994
C  3.719  2.896  1.981
C  5.064  3.127  1.745
C  5.482  3.625  0.516
C  4.547  3.875  -0.478
C  3.198  3.635  -0.248
C  -0.028  4.210  0.769
C  -1.370  4.219  1.163
C  -2.184  5.300  0.871
C  -1.671  6.392  0.181
C  -0.340  6.395  -0.203
C  0.481  5.312  0.085
C  0.375  2.643  4.278
H  -1.607  0.010  5.253
H  -1.127  0.927  7.501
H  0.219  2.990  7.701
H  1.391  4.801  6.752
H  2.252  6.028  4.782
H  2.021  5.070  2.559
H  3.406  2.530  2.951
H  5.786  2.930  2.527
H  6.530  3.821  0.337
H  4.868  4.270  -1.433
H  2.493  3.841  -1.043
H  -1.778  3.404  1.748
H  -3.213  5.306  1.204
H  -2.303  7.242  -0.039
H  0.073  7.252  -0.718
H  1.522  5.368  -0.198
F  1.875  -1.436  -3.357
Te  0.796  -2.434  -2.190
F  -0.631  -2.603  -3.347
F  -0.046  -3.692  -1.097
F  1.728  -3.870  -2.851
F  2.147  -2.395  -0.845
O  0.146  -0.848  -1.564

- HOMO level (spin up / spin down) (eV) = -15.93 / -15.93
- E_tot (a.u.) = -3947.3841
- multiplicity = 1
- charge = +3